Entry from OMol25: a structure of composition C42H85BN3OP3SV (ωB97M-V with the def2-TZVPD basis set).

Structure (XYZ):
```
137
Properties=species:S:1:pos:R:3
V -0.40 -0.52 0.79
C -1.33 -2.42 3.66
C -1.06 -1.09 4.34
C -0.60 -1.35 5.78
C -2.38 -0.30 4.34
P 0.24 -0.24 3.30
C 1.81 -1.20 3.18
N 2.40 -0.48 2.07
B 1.60 0.18 1.08
N 2.44 1.08 0.40
C 1.97 2.18 -0.39
P 0.25 1.74 -0.95
C -0.82 3.24 -0.51
C -1.24 3.11 0.96
C -0.12 4.60 -0.66
C -2.07 3.27 -1.39
C 0.47 1.62 -2.82
C -0.78 1.05 -3.50
C 0.82 2.96 -3.47
C 1.66 0.67 -3.04
C 3.73 0.97 0.94
C 4.89 1.66 0.64
C 6.03 1.35 1.36
C 6.01 0.38 2.37
C 4.85 -0.31 2.68
C 3.71 0.00 1.96
C 0.75 1.39 4.13
C 1.52 2.33 3.20
C 1.69 1.08 5.32
C -0.49 2.12 4.64
H -0.46 -3.08 3.65
H -1.67 -2.27 2.63
H -2.13 -2.94 4.19
H -1.34 -1.98 6.27
H 0.36 -1.88 5.82
H -0.52 -0.44 6.36
H -2.61 0.12 3.36
H -3.18 -0.98 4.62
H -2.38 0.52 5.06
H 2.42 -1.11 4.08
H 1.64 -2.25 2.97
H 1.94 3.09 0.21
H 2.61 2.38 -1.25
H -0.44 3.39 1.63
H -2.06 3.81 1.16
H -1.58 2.11 1.23
H 0.87 4.65 -0.20
H -0.02 4.91 -1.70
H -0.74 5.35 -0.16
H -2.60 2.32 -1.40
H -2.74 4.04 -1.00
H -1.84 3.54 -2.42
H -1.63 1.71 -3.43
H -0.56 0.92 -4.56
H -1.07 0.09 -3.10
H -0.03 3.63 -3.54
H 1.64 3.48 -2.97
H 1.15 2.75 -4.49
H 1.60 -0.21 -2.40
H 1.66 0.34 -4.08
H 2.61 1.16 -2.85
H 4.91 2.42 -0.13
H 6.95 1.87 1.15
H 6.92 0.16 2.91
H 4.84 -1.06 3.46
H 2.52 1.98 2.99
H 0.99 2.50 2.27
H 1.62 3.29 3.72
H 2.69 0.83 4.98
H 1.77 1.99 5.92
H 1.33 0.30 5.98
H -1.25 2.26 3.87
H -0.94 1.63 5.50
H -0.18 3.11 4.97
C -6.95 0.60 0.50
C -5.75 1.23 1.20
C -4.51 1.37 0.34
S -3.49 -0.06 -0.18
O -2.21 0.05 0.75
C -4.33 -1.56 0.36
C -4.80 -1.70 1.81
C -4.98 -3.17 2.17
H -7.82 0.61 1.16
H -6.79 -0.44 0.22
H -7.21 1.15 -0.40
H -5.52 0.75 2.15
H -6.01 2.26 1.45
H -3.75 1.99 0.83
H -4.76 1.84 -0.62
H -3.60 -2.33 0.11
H -5.14 -1.67 -0.36
H -5.75 -1.19 1.93
H -4.09 -1.23 2.48
H -5.68 -3.67 1.49
H -5.40 -3.27 3.17
H -4.04 -3.71 2.14
C -0.04 -2.21 -2.81
C -0.27 -3.57 -2.16
C -1.78 -3.80 -2.12
C 0.36 -4.65 -3.07
P 0.47 -3.55 -0.44
N 0.07 -2.02 0.25
C 2.33 -3.69 -0.50
C 2.80 -5.11 -0.86
C 2.87 -2.70 -1.55
C 2.99 -3.29 0.82
C -0.29 -4.90 0.63
C -0.25 -6.29 -0.05
C 0.49 -5.04 1.94
C -1.76 -4.58 0.94
H -0.69 -2.14 -3.69
H 0.98 -2.06 -3.14
H -0.31 -1.41 -2.12
H -2.16 -3.62 -3.13
H -2.28 -3.09 -1.46
H -2.06 -4.80 -1.84
H -0.18 -4.61 -4.02
H 0.26 -5.66 -2.69
H 1.41 -4.45 -3.29
H 2.31 -5.55 -1.72
H 2.70 -5.79 -0.02
H 3.86 -5.05 -1.09
H 2.60 -2.95 -2.57
H 3.96 -2.72 -1.48
H 2.55 -1.68 -1.32
H 2.75 -3.94 1.65
H 2.77 -2.26 1.08
H 4.07 -3.36 0.67
H 0.75 -6.64 -0.25
H -0.84 -6.34 -0.96
H -0.70 -6.99 0.66
H 1.46 -5.50 1.79
H -0.08 -5.70 2.60
H 0.63 -4.09 2.46
H -1.98 -3.52 0.92
H -2.00 -4.95 1.94
H -2.44 -5.07 0.25
```

Results
charge = +3
frontier orbital gap = 6.263 eV
maximum force = 0.0141 hartree/bohr